# 1
{"formula": "C2H4O2Si", "method": "ωB97M-V with the def2-TZVPD basis set", "smiles": "O[Si]1(O)C=C1", "e_homo_ev": -9.18, "gap_ev": 9.663, "de_lowest_ev": 0.341, "energy_ha": -518.59536, "largest_force_ev_per_a": 2.6, "species": ["O", "Si", "O", "C", "C", "H", "H", "H", "H"], "xyz": [[0.629154, -1.005489, -1.632245], [0.363246, -0.254500, -0.225145], [1.224228, -1.106326, 0.876779], [-1.096543, 0.664491, 0.372229], [-0.209398, 1.477654, -0.173254], [0.605408, -1.931928, -1.548903], [0.559242, -1.206356, 1.587025], [-1.962434, 0.858462, 0.991415], [-0.112903, 2.503991, -0.247901]], "atomic_forces_ev_per_a": [[-0.2, 1.5, -0.7], [-1.2, 2.0, 0.0], [-0.7, -0.1, 0.8], [-0.4, -1.6, 0.8], [1.8, -1.9, -0.6], [0.1, -1.9, -0.1], [0.9, -0.1, 0.1], [-0.3, 0.1, -0.3], [0.1, 2.0, -0.1]], "mulliken_charge": [-0.509, 0.552, -0.503, -0.503, -0.480, 0.306, 0.338, 0.360, 0.439]}



# 2
{"formula": "C7H19NO", "method": "ωB97M-V with the def2-TZVPD basis set", "smiles": "CC(C)(C)CO.CNC", "e_homo_ev": -9.30, "gap_ev": 10.121, "de_lowest_ev": 0.890, "energy_ha": -408.07250, "largest_force_ev_per_a": 0.4, "species": ["C", "C", "C", "C", "C", "O", "H", "H", "H", "H", "H", "H", "H", "H", "H", "H", "H", "H", "C", "N", "C", "H", "H", "H", "H", "H", "H", "H"], "xyz": [[2.078967, -0.711585, -1.078480], [1.447149, 0.090798, 0.057673], [2.505562, 0.849052, 0.867237], [0.557744, 1.177694, -0.576955], [0.806726, -0.910721, 1.077527], [0.151940, -2.046376, 0.577994], [2.564692, -0.050129, -1.792441], [2.815930, -1.409461, -0.689755], [1.314507, -1.287856, -1.594418], [3.231233, 0.169125, 1.306885], [2.029126, 1.406398, 1.671782], [3.043693, 1.552601, 0.235924], [1.213581, 1.928291, -1.018654], [-0.055115, 1.693655, 0.161433], [-0.053871, 0.798045, -1.392432], [0.166253, -0.356714, 1.779114], [1.642474, -1.319183, 1.656422], [-0.775097, -1.828195, 0.376829], [-2.504445, -0.430102, -1.298612], [-1.957915, -0.399688, 0.041523], [-2.670981, 0.458340, 0.963240], [-2.592344, 0.567356, -1.755752], [-1.860423, -1.048063, -1.922752], [-3.497283, -0.880107, -1.273927], [-1.020903, -0.034685, -0.027969], [-2.148540, 0.454224, 1.918757], [-2.755041, 1.497890, 0.611080], [-3.677620, 0.069395, 1.118723]], "atomic_forces_ev_per_a": [[0.0, 0.1, 0.3], [0.2, -0.1, 0.0], [0.0, -0.2, -0.1], [0.3, -0.1, 0.1], [0.3, 0.2, 0.0], [0.0, -0.2, -0.4], [0.1, 0.1, -0.1], [0.1, -0.1, 0.0], [0.0, -0.1, -0.1], [0.1, -0.1, 0.1], [0.0, 0.1, 0.1], [0.0, 0.1, -0.1], [0.0, 0.0, 0.0], [-0.1, 0.1, 0.0], [-0.2, 0.0, 0.0], [0.0, 0.0, 0.0], [-0.1, 0.2, 0.0], [0.0, 0.1, 0.2], [-0.2, 0.1, 0.0], [0.0, 0.0, 0.0], [-0.2, 0.0, 0.0], [0.0, 0.0, 0.0], [0.0, 0.0, -0.1], [0.0, 0.0, -0.1], [-0.2, 0.0, 0.0], [-0.1, 0.0, 0.1], [0.0, 0.0, 0.0], [0.0, 0.0, 0.1]], "mulliken_charge": [-1.734, 2.559, -1.922, -2.116, -1.196, -0.651, 0.418, 0.407, 0.340, 0.443, 0.429, 0.432, 0.535, 0.364, 0.515, 0.288, 0.488, 0.546, -1.106, -0.369, -1.067, 0.356, 0.327, 0.371, 0.351, 0.286, 0.343, 0.365]}



# 3
{"formula": "Cl3H3Si3", "method": "ωB97M-V with the def2-TZVPD basis set", "smiles": "Cl[Si@H]1[Si@@H](Cl)[Si@H]1Cl", "e_homo_ev": -8.86, "gap_ev": 7.590, "de_lowest_ev": 0.982, "energy_ha": -2250.88047, "largest_force_ev_per_a": 2.8, "species": ["Cl", "Si", "Si", "Cl", "Si", "Cl", "H", "H", "H"], "xyz": [[2.555570, 2.383538, 1.741377], [1.323905, 1.064122, 0.855284], [1.173650, -1.291593, 0.598007], [2.249189, -2.981485, 1.346215], [1.058468, 0.094661, -1.495489], [2.879729, 0.367695, -2.520103], [0.051778, 1.964016, 1.263577], [-0.373211, -1.624140, 1.141780], [0.036636, -0.189279, -2.730996]], "atomic_forces_ev_per_a": [[1.3, 0.3, 0.0], [-2.7, 0.9, -0.4], [-1.6, -0.9, 0.2], [-0.4, 1.1, -0.5], [0.1, -0.7, -0.1], [-0.5, -0.2, 0.4], [0.8, -1.6, -0.4], [2.0, 0.6, -0.8], [1.0, 0.5, 1.7]], "mulliken_charge": [-0.209, 0.299, 0.202, -0.261, 0.320, -0.233, -0.051, -0.012, -0.054]}



# 4
{"formula": "C3H6NO5S3", "method": "ωB97M-V with the def2-TZVPD basis set", "e_homo_ev": -4.18, "gap_ev": 6.958, "de_lowest_ev": 0.000, "total_charge": -1, "energy_ha": -1743.45396, "largest_force_ev_per_a": 3.2, "species": ["C", "C", "C", "N", "O", "O", "O", "O", "O", "S", "S", "S", "H", "H", "H", "H", "H", "H"], "xyz": [[-1.131419, 0.212133, 0.606956], [0.173190, -1.465591, -0.586687], [-0.367864, -0.057455, -0.558567], [-0.144797, 0.758854, -1.630068], [-1.609826, 1.519953, 0.697012], [0.184395, 1.301906, 2.805944], [-1.443650, -0.623507, 1.429566], [1.788988, -0.183846, 1.622644], [1.237370, 1.992638, 0.703850], [-0.711265, -2.499034, -1.871008], [1.969549, -1.487348, -0.995789], [0.790676, 0.863631, 1.507633], [-0.122518, -1.920282, 0.276705], [0.756845, 0.710450, -2.093624], [-0.614889, 1.625840, -1.536510], [-1.383087, 1.948908, 1.518703], [-1.807694, -1.650464, -2.046079], [2.435998, -1.046787, 0.149320]], "atomic_forces_ev_per_a": [[-0.4, 1.5, 1.2], [0.4, 1.5, -2.8], [1.4, -0.6, -0.8], [-0.4, -1.1, 1.1], [-1.1, 0.2, -2.0], [0.4, -1.0, -2.0], [-1.5, -1.6, 0.7], [0.0, -0.6, 0.8], [0.2, 0.3, -0.1], [-0.6, 1.1, -0.2], [-0.6, -1.0, -1.5], [1.2, 2.0, 0.8], [0.0, -1.1, 2.6], [-0.2, 0.0, 0.3], [0.1, 1.0, 0.0], [0.2, -0.3, 0.9], [1.1, -0.8, 0.2], [0.0, 0.4, 0.8]], "mulliken_charge": [1.045, -0.173, -0.765, -0.275, -0.581, -0.633, -0.729, -0.709, -0.654, -0.268, -0.217, 1.136, 0.558, 0.217, 0.290, 0.374, 0.152, 0.233]}



# 5
{"formula": "C7H6ClCuNO2S", "method": "ωB97M-V with the def2-TZVPD basis set", "e_homo_ev": -3.78, "gap_ev": 7.080, "total_charge": -1, "energy_ha": -2974.56180, "largest_force_ev_per_a": 0.8, "species": ["Cu", "S", "C", "C", "C", "C", "C", "N", "H", "H", "H", "H", "Cl", "C", "C", "O", "O", "H", "H"], "xyz": [[-0.107629, 0.192437, -0.296881], [2.182045, -0.284937, -0.121346], [1.463449, -1.817658, -0.229477], [2.167884, -2.998308, -0.517223], [1.469077, -4.153898, -0.760862], [0.076854, -4.145106, -0.642928], [-0.538155, -2.968086, -0.264106], [0.117085, -1.828850, -0.079219], [3.241602, -2.950596, -0.587441], [1.987263, -5.061265, -1.046098], [-0.504168, -5.033727, -0.837758], [-1.606480, -2.919206, -0.105040], [-3.272453, 3.641462, -2.112653], [-1.558096, 3.316020, -2.387579], [-1.004173, 2.378030, -1.289537], [-0.277414, 2.846293, -0.424245], [-1.335141, 1.164547, -1.405529], [-1.036802, 4.271972, -2.365743], [-1.472064, 2.841170, -3.366262]], "atomic_forces_ev_per_a": [[0.0, 0.0, 0.1], [0.6, 0.6, 0.2], [0.1, -0.1, 0.0], [-0.1, -0.3, -0.1], [-0.1, 0.1, 0.1], [0.0, -0.2, 0.0], [0.0, -0.2, -0.1], [0.1, -0.5, 0.2], [0.1, 0.0, 0.0], [0.0, 0.0, 0.0], [-0.1, -0.1, 0.1], [-0.1, 0.0, -0.1], [-0.7, 0.2, 0.0], [0.7, -0.2, 0.1], [-0.2, 0.4, -0.5], [0.3, 0.6, 0.4], [-0.6, -0.1, -0.4], [-0.1, -0.1, 0.0], [0.0, 0.1, 0.1]], "mulliken_charge": [-0.149, -0.502, 0.910, -0.719, -0.112, -0.560, -0.192, -0.501, 0.360, 0.348, 0.347, 0.352, -0.236, -0.350, 1.058, -0.665, -0.877, 0.261, 0.228]}



# 6
{"formula": "C4H8O2", "method": "ωB97M-V with the def2-TZVPD basis set", "smiles": "C=CO.CC=O", "e_homo_ev": -9.54, "gap_ev": 10.284, "de_lowest_ev": 2.298, "energy_ha": -307.62799, "largest_force_ev_per_a": 0.6, "species": ["C", "C", "O", "H", "H", "H", "H", "C", "C", "O", "H", "H", "H", "H"], "xyz": [[1.754546, 1.086590, 0.793712], [1.698404, -0.217375, 1.016222], [1.773007, -1.135692, -0.016231], [1.686294, 1.798404, 1.608629], [1.820139, 1.468328, -0.219150], [1.622513, -0.647237, 2.016726], [0.874925, -1.413107, -0.239846], [-2.064633, -0.487167, -0.413596], [-0.967323, 0.296745, -1.088016], [-0.615144, 1.387551, -0.710456], [-3.021781, -0.095639, -0.778470], [-2.029589, -0.325984, 0.667436], [-2.026924, -1.555100, -0.648412], [-0.504438, -0.160314, -1.988543]], "atomic_forces_ev_per_a": [[0.1, -0.2, 0.1], [0.0, 0.4, 0.2], [-0.2, -0.1, -0.1], [0.1, -0.1, 0.0], [0.0, 0.0, 0.2], [0.0, 0.1, -0.2], [0.2, -0.1, 0.1], [0.0, 0.0, 0.1], [-0.1, 0.4, 0.1], [-0.3, -0.4, -0.3], [0.1, -0.1, 0.0], [0.0, 0.0, -0.2], [0.0, 0.2, 0.0], [0.0, 0.0, 0.1]], "mulliken_charge": [-0.521, -0.121, -0.478, 0.262, 0.243, 0.322, 0.292, -0.850, -0.016, -0.445, 0.326, 0.276, 0.290, 0.419]}



Repeat the fifth record exactly.
{"formula": "C7H6ClCuNO2S", "method": "ωB97M-V with the def2-TZVPD basis set", "e_homo_ev": -3.78, "gap_ev": 7.080, "total_charge": -1, "energy_ha": -2974.56180, "largest_force_ev_per_a": 0.8, "species": ["Cu", "S", "C", "C", "C", "C", "C", "N", "H", "H", "H", "H", "Cl", "C", "C", "O", "O", "H", "H"], "xyz": [[-0.107629, 0.192437, -0.296881], [2.182045, -0.284937, -0.121346], [1.463449, -1.817658, -0.229477], [2.167884, -2.998308, -0.517223], [1.469077, -4.153898, -0.760862], [0.076854, -4.145106, -0.642928], [-0.538155, -2.968086, -0.264106], [0.117085, -1.828850, -0.079219], [3.241602, -2.950596, -0.587441], [1.987263, -5.061265, -1.046098], [-0.504168, -5.033727, -0.837758], [-1.606480, -2.919206, -0.105040], [-3.272453, 3.641462, -2.112653], [-1.558096, 3.316020, -2.387579], [-1.004173, 2.378030, -1.289537], [-0.277414, 2.846293, -0.424245], [-1.335141, 1.164547, -1.405529], [-1.036802, 4.271972, -2.365743], [-1.472064, 2.841170, -3.366262]], "atomic_forces_ev_per_a": [[0.0, 0.0, 0.1], [0.6, 0.6, 0.2], [0.1, -0.1, 0.0], [-0.1, -0.3, -0.1], [-0.1, 0.1, 0.1], [0.0, -0.2, 0.0], [0.0, -0.2, -0.1], [0.1, -0.5, 0.2], [0.1, 0.0, 0.0], [0.0, 0.0, 0.0], [-0.1, -0.1, 0.1], [-0.1, 0.0, -0.1], [-0.7, 0.2, 0.0], [0.7, -0.2, 0.1], [-0.2, 0.4, -0.5], [0.3, 0.6, 0.4], [-0.6, -0.1, -0.4], [-0.1, -0.1, 0.0], [0.0, 0.1, 0.1]], "mulliken_charge": [-0.149, -0.502, 0.910, -0.719, -0.112, -0.560, -0.192, -0.501, 0.360, 0.348, 0.347, 0.352, -0.236, -0.350, 1.058, -0.665, -0.877, 0.261, 0.228]}



Repeat the first record exactly.
{"formula": "C2H4O2Si", "method": "ωB97M-V with the def2-TZVPD basis set", "smiles": "O[Si]1(O)C=C1", "e_homo_ev": -9.18, "gap_ev": 9.663, "de_lowest_ev": 0.341, "energy_ha": -518.59536, "largest_force_ev_per_a": 2.6, "species": ["O", "Si", "O", "C", "C", "H", "H", "H", "H"], "xyz": [[0.629154, -1.005489, -1.632245], [0.363246, -0.254500, -0.225145], [1.224228, -1.106326, 0.876779], [-1.096543, 0.664491, 0.372229], [-0.209398, 1.477654, -0.173254], [0.605408, -1.931928, -1.548903], [0.559242, -1.206356, 1.587025], [-1.962434, 0.858462, 0.991415], [-0.112903, 2.503991, -0.247901]], "atomic_forces_ev_per_a": [[-0.2, 1.5, -0.7], [-1.2, 2.0, 0.0], [-0.7, -0.1, 0.8], [-0.4, -1.6, 0.8], [1.8, -1.9, -0.6], [0.1, -1.9, -0.1], [0.9, -0.1, 0.1], [-0.3, 0.1, -0.3], [0.1, 2.0, -0.1]], "mulliken_charge": [-0.509, 0.552, -0.503, -0.503, -0.480, 0.306, 0.338, 0.360, 0.439]}